#P
This record from the Open Molecules 2025 dataset describes 2 unconnected molecules or ions with the total composition C3H9O3P. The level of theory is the ωB97M-V functional and the def2-TZVPD basis.

Values from the calculation:
Gap between HOMO and LUMO = 0.3279 hartree
E_HOMO = -8.36 eV
Lowest unoccupied orbital energy = 0.0206 Eh

Each line ends with the Mulliken charge.
Positions of all 16 atoms, in Å:
C: -2.4566 1.3856 0.7752  -0.816
C: -0.9299 -2.2627 -0.1394  -0.360
C: 2.1126 0.9060 -0.1315  -0.742
O: -0.8469 0.8092 -1.4857  -0.600
O: -1.6391 -1.0357 0.2490  -0.328
O: 1.2750 -0.0913 -0.4665  -0.410
P: -1.4497 0.4828 -0.2518  0.927
H: -2.9838 0.8200 1.4947  0.268
H: -2.2217 2.4138 0.9190  0.275
H: -1.4472 -2.5452 -1.0403  0.249
H: -1.0300 -2.9611 0.6298  0.245
H: 0.2002 -1.8879 -0.4259  0.177
H: 2.3428 0.6305 0.8062  0.284
H: 1.7222 1.8431 -0.2565  0.290
H: 3.0494 0.8633 -0.8253  0.254
H: 1.3800 -0.2959 -1.3774  0.284

---

#Q
This record from the Open Molecules 2025 dataset describes 2 unconnected molecules or ions with the total composition C3H9O3P. The level of theory is the ωB97M-V functional and the def2-TZVPD basis.

Values from the calculation:
Gap between HOMO and LUMO = 0.3485 hartree
E_HOMO = -8.80 eV
Lowest unoccupied orbital energy = 0.0252 Eh

Each line ends with the Mulliken charge.
Positions of all 16 atoms, in Å:
C: -0.6171 2.1772 0.5200  -0.788
C: -2.4099 -1.3321 0.2112  -0.697
C: 2.8538 -0.3234 0.0668  -0.484
O: -0.9147 0.4422 -1.7818  -0.689
O: -1.6556 -0.2171 0.6624  -0.299
O: 1.6229 -0.6136 -0.6066  -0.485
P: -0.9488 0.8041 -0.3443  1.048
H: -0.7291 2.0174 1.5476  0.274
H: -0.1696 3.0812 0.0886  0.282
H: -2.0815 -2.2844 0.5779  0.283
H: -2.6297 -1.3692 -0.8644  0.321
H: -3.4302 -1.2748 0.6326  0.274
H: 3.5806 -0.2794 -0.7921  0.248
H: 3.0918 -1.0397 0.8949  0.213
H: 2.7705 0.6093 0.7572  0.190
H: 1.6667 -0.3976 -1.5699  0.310

---

Which of them is the most stable? Correct choice: #Q.

---

#P
This record from the Open Molecules 2025 dataset describes 3 unconnected molecules or ions with the total composition C2H2Cl3NO. The level of theory is the ωB97M-V functional and the def2-TZVPD basis.

Values from the calculation:
Gap between HOMO and LUMO = 0.3040 hartree
E_HOMO = -9.26 eV
Lowest unoccupied orbital energy = -0.0364 Eh

Each line ends with the Mulliken charge.
Positions of all 9 atoms, in Å:
C: 2.8307 1.3603 0.8070  0.579
C: 1.6253 -1.1653 0.0244  -0.046
N: 1.6614 1.1728 0.6078  -0.425
O: 3.9332 1.5771 0.6753  -0.336
Cl: 2.4091 -1.1950 -1.4528  -0.041
Cl: 2.3433 -2.0247 1.2165  -0.024
Cl: -1.8193 -1.0982 0.0800  -0.301
H: -0.4805 -0.9502 0.1198  0.330
H: 0.9365 1.4131 1.2536  0.264

---

#Q
This record from the Open Molecules 2025 dataset describes 2 unconnected molecules or ions with the total composition C2H2Cl3NO. The level of theory is the ωB97M-V functional and the def2-TZVPD basis.

Values from the calculation:
Gap between HOMO and LUMO = 0.4051 hartree
E_HOMO = -10.74 eV
Lowest unoccupied orbital energy = 0.0104 Eh

Each line ends with the Mulliken charge.
Positions of all 9 atoms, in Å:
C: 0.3672 0.8823 -1.6188  0.181
C: 0.3726 -1.3484 1.3061  0.126
N: -0.1117 2.2606 -1.6874  -0.347
O: -0.7066 1.0330 -2.2838  -0.115
Cl: 0.8737 -3.0324 0.8784  -0.107
Cl: -0.0069 -0.9163 3.0029  -0.126
Cl: -1.0395 -0.8892 0.3515  -0.135
H: 1.0420 -0.5317 1.0582  0.259
H: -0.7908 2.5421 -1.0072  0.265

---

Which of them is the most stable? Correct choice: #P.

---

#P
This record from the Open Molecules 2025 dataset describes C21H26N4O4 in the gas phase. The level of theory is the ωB97M-V functional and the def2-TZVPD basis.

Values from the calculation:
Gap between HOMO and LUMO = 0.3136 hartree
SMILES = COc1ccc(OCC(=O)N2CCC(n3nccc3NC(=O)C3CC3)CC2)cc1
E_HOMO = -7.88 eV
Lowest unoccupied orbital energy = 0.0240 Eh

Each line ends with the Mulliken charge.
Positions of all 55 atoms, in Å:
C: -7.8203 -0.2457 -1.2733  -0.816
O: -7.3551 0.1960 -0.0228  -0.451
C: -6.0293 0.0359 0.2687  0.780
C: -5.0887 -0.5361 -0.5746  -0.469
C: -3.7623 -0.6492 -0.1812  -0.624
C: -3.3615 -0.1926 1.0638  0.542
O: -2.0828 -0.2526 1.5548  -0.507
C: -1.0943 -0.8949 0.7833  -0.867
C: -0.7097 -0.2050 -0.5293  1.131
O: -0.6286 -0.8577 -1.5571  -0.724
N: -0.4764 1.1242 -0.4906  0.076
C: -0.2162 1.8689 0.7235  -0.794
C: 1.2765 1.7588 1.0818  -0.928
C: 2.0631 1.3700 -0.1775  0.119
N: 3.4737 1.5432 0.0391  1.261
N: 3.9945 2.7598 0.1758  -1.317
C: 5.2894 2.5944 0.3551  -0.398
C: 5.6290 1.2380 0.3451  -0.966
C: 4.4251 0.5875 0.1494  0.577
N: 4.1847 -0.7823 0.0111  -0.023
C: 3.2757 -1.5201 0.7177  0.448
O: 2.4947 -1.0306 1.5093  -0.612
C: 3.2702 -2.9787 0.4226  -0.396
C: 3.5238 -3.5062 -0.9672  -0.561
C: 4.5220 -3.7581 0.1094  -0.584
C: 1.5544 2.2024 -1.3563  -0.736
C: 0.1119 1.7550 -1.6595  -0.993
C: -4.3071 0.3845 1.9131  -0.553
C: -5.6202 0.4971 1.5217  -0.577
H: -8.8856 -0.0201 -1.2885  0.230
H: -7.3276 0.2829 -2.0964  0.330
H: -7.6781 -1.3243 -1.3989  0.330
H: -5.3634 -0.9024 -1.5510  0.375
H: -3.0599 -1.0917 -0.8685  0.428
H: -1.3959 -1.9198 0.5326  0.411
H: -0.2035 -0.9397 1.4198  0.276
H: -0.4869 2.9084 0.5195  0.468
H: -0.8444 1.5073 1.5340  0.337
H: 1.6547 2.7138 1.4472  0.448
H: 1.4448 1.0005 1.8454  0.342
H: 1.9036 0.3121 -0.4041  -0.032
H: 5.9315 3.4421 0.4859  0.482
H: 6.5965 0.7965 0.4683  0.426
H: 4.9031 -1.2827 -0.4907  0.289
H: 2.5129 -3.4821 1.0105  0.558
H: 2.9082 -4.3253 -1.3046  0.279
H: 3.7571 -2.7979 -1.7483  0.210
H: 4.5956 -4.7532 0.5206  0.271
H: 5.4697 -3.2396 0.0882  0.192
H: 2.1873 2.0530 -2.2311  0.412
H: 1.5995 3.2569 -1.0850  0.309
H: -0.5065 2.6084 -1.9527  0.321
H: 0.0931 1.0140 -2.4609  0.442
H: -3.9855 0.7364 2.8805  0.420
H: -6.3568 0.9407 2.1722  0.409

---

#Q
This record from the Open Molecules 2025 dataset describes C21H26N4O4 in the gas phase. The level of theory is the ωB97M-V functional and the def2-TZVPD basis.

Values from the calculation:
Gap between HOMO and LUMO = 0.2724 hartree
SMILES = CCOC(=O)/C(C#N)=C/C(C(=O)OCC)=C(/N)N1CCN(c2ccccc2)CC1
E_HOMO = -7.83 eV
Lowest unoccupied orbital energy = -0.0154 Eh

Each line ends with the Mulliken charge.
Positions of all 55 atoms, in Å:
C: 0.8922 4.9518 -0.5190  -0.821
C: -0.3320 4.8573 0.5804  -0.366
O: -0.4652 3.2685 0.9388  -0.302
C: -1.4840 2.8445 0.4109  -0.202
O: -2.1235 3.2696 -0.6407  -0.709
C: -1.4244 1.3913 0.5214  1.267
C: -0.6836 1.0067 1.6168  0.018
N: 0.1792 0.4124 2.5370  -0.634
C: -2.3296 0.5660 0.1334  0.060
C: -2.5286 -0.8151 -0.0751  -0.547
C: -3.8783 -1.4884 -0.1534  0.283
O: -4.3019 -2.6063 0.3990  -0.745
O: -4.5655 -0.8043 -1.1375  -0.230
C: -5.7660 -1.0857 -1.2413  -0.347
C: -6.8099 -0.6956 -0.0188  -1.036
C: -1.5624 -1.6766 0.5203  0.842
N: -1.9583 -2.6825 1.5034  -0.294
N: -0.1859 -1.7072 0.2281  0.542
C: 0.7747 -2.1019 1.0237  -1.213
C: 2.1101 -2.6979 0.0433  -2.047
N: 2.6130 -1.1893 -0.3457  0.197
C: 3.9179 -0.9548 -0.4314  1.047
C: 4.2718 0.3650 -0.1777  -0.221
C: 5.7207 0.5575 -0.2102  -0.355
C: 6.6146 -0.3230 -0.1372  -0.025
C: 6.3584 -1.4880 -0.2900  -0.940
C: 4.8859 -1.8830 -0.1578  -0.605
C: 1.6722 -0.2460 -0.6526  -1.550
C: 0.2655 -1.1323 -0.9345  -1.218
H: 0.3942 4.5015 -1.3796  0.282
H: 1.8159 4.3753 -0.2673  0.259
H: 0.9376 6.1722 -0.7442  0.301
H: -1.3279 5.3190 0.4787  0.395
H: 0.2008 5.2562 1.5329  0.259
H: -3.0143 1.1073 -0.8151  0.152
H: -6.0494 -0.4941 -2.1962  0.292
H: -5.8560 -2.1950 -1.4025  0.341
H: -6.6381 0.4389 -0.0319  0.270
H: -6.5008 -1.2917 0.9082  0.270
H: -7.7593 -1.0520 -0.2431  0.412
H: -1.3007 -3.1892 1.8029  0.038
H: -2.9078 -2.7638 1.3094  0.335
H: 0.4101 -3.1836 1.2698  0.478
H: 1.0451 -1.7913 1.8444  0.606
H: 2.8145 -2.9935 0.6731  0.985
H: 1.8922 -3.1884 -0.6315  0.667
H: 3.6138 1.3636 -0.5600  0.031
H: 5.9136 1.8102 -0.0839  0.106
H: 7.6932 0.1028 -0.1265  0.226
H: 6.8763 -2.2863 -0.0481  0.491
H: 4.5936 -2.9777 -0.4042  0.247
H: 1.9211 0.2710 -1.4516  1.381
H: 1.4797 0.5306 0.1545  0.280
H: 0.4286 -1.5096 -1.7783  0.784
H: -0.5535 -0.2453 -1.1437  0.264

---

Which of them is the most stable? Correct choice: #P.